Entry from the OMol25 dataset: 2 unconnected molecules or ions with the total composition C4H8NO (ωB97M-V with the def2-TZVPD basis set).

Properties
* relative energy (zero: lowest compared OMol25 entry of this formula, charge and spin): 716.10 kJ/mol
* electronic energy: -7800.681 eV
* M: 86.1 g mol⁻¹
* frontier orbital gap (alpha / beta): 8.69 / 3.66 eV

The geometry in ORCA input format:
```
! wB97M-V def2-TZVPD RIJCOSX def2/J DEFGRID3
* xyz 1 1
C -1.755 -0.990 -0.523
C -1.369 -0.202 0.730
C -1.337 1.154 -0.004
C 2.936 -1.056 -0.467
N -0.692 0.000 -0.531
O -0.539 2.213 0.324
H -1.386 -2.015 -0.512
H -2.670 -0.768 -1.092
H -1.184 -0.595 1.806
H -2.236 1.448 -0.455
H 2.901 0.021 -0.566
H 2.013 -1.385 0.107
H 3.491 -1.923 -0.861
H -1.021 2.936 0.884
*
```

Entry from the OMol25 dataset: C4H8N2 in the gas phase (ωB97M-V with the def2-TZVPD basis set).

Properties
* structure (SMILES): C=NNC1CC1
* relative energy (zero: lowest compared OMol25 entry of this formula, charge and spin): 251.09 kJ/mol
* electronic energy: -7255.273 eV
* M: 84.1 g mol⁻¹
* frontier orbital gap: 10.10 eV

The geometry in ORCA input format:
```
! wB97M-V def2-TZVPD RIJCOSX def2/J DEFGRID3
* xyz 0 1
C -0.061 -2.190 0.629
C -0.347 0.389 0.081
C 1.018 0.951 0.257
C -0.121 1.743 -0.474
H 0.056 -3.261 0.740
H 0.133 -1.459 1.462
H -1.175 -0.424 -1.577
H -0.994 0.318 1.013
H 1.775 0.512 -0.298
H 1.227 1.438 1.196
H -0.117 1.874 -1.574
H -0.620 2.557 0.074
N -0.338 -1.877 -0.586
N -0.436 -0.569 -0.942
*
```

Entry from the OMol25 dataset: a molecular structure, C13H23F5MgNO2P2 (ωB97M-V with the def2-TZVPD basis set).

Properties
* electronic energy: -57045.617 eV
* M: 406.6 g mol⁻¹
* frontier orbital gap: 8.40 eV

The geometry in ORCA input format:
```
! wB97M-V def2-TZVPD RIJCOSX def2/J DEFGRID3
* xyz 1 1
Mg -0.442 -0.186 0.957
P -2.772 0.253 0.403
C -2.454 1.002 -1.247
C -1.019 1.064 -1.716
N -0.001 0.654 -0.928
C 1.275 0.918 -1.301
C 1.544 1.591 -2.487
C 0.505 1.971 -3.328
C -0.795 1.664 -2.951
C 2.444 0.622 -0.365
P 2.725 -1.081 0.229
H -1.654 1.925 -3.566
H 2.580 1.828 -2.711
H 0.709 2.507 -4.246
H 3.368 0.877 -0.901
H 2.372 1.266 0.529
H -3.036 0.468 -1.991
H -2.834 2.039 -1.180
H -1.629 -3.982 -2.505
O -0.700 -3.889 -2.742
H -0.701 -3.212 -3.436
H 1.474 -2.078 1.527
O 0.479 -1.999 1.595
H 0.154 -2.910 1.707
C 3.385 -2.088 -1.122
H 4.284 -1.655 -1.579
H 3.625 -3.090 -0.734
H 2.600 -2.206 -1.882
C 4.036 -0.955 1.472
H 4.051 -1.892 2.051
H 5.024 -0.801 1.020
H 3.815 -0.135 2.170
C -3.764 1.587 1.133
H -4.816 1.467 0.840
H -3.676 1.534 2.224
H -3.390 2.560 0.791
C -4.017 -1.046 0.132
H -4.089 -1.629 1.062
H -4.999 -0.611 -0.094
H -3.696 -1.716 -0.676
F -0.445 2.504 2.026
C 0.193 1.342 2.448
F 1.552 1.625 2.467
C -0.216 1.054 3.879
F -0.075 2.126 4.698
F -1.529 0.664 3.945
F 0.557 0.051 4.382
*
```

Entry from the OMol25 dataset: a molecular structure, C35H33N10OPt (ωB97M-V with the def2-TZVPD basis set).

Properties
* electronic energy: -57020.052 eV
* M: 804.8 g mol⁻¹
* frontier orbital gap: 7.36 eV

The geometry in ORCA input format:
```
! wB97M-V def2-TZVPD RIJCOSX def2/J DEFGRID3
* xyz 1 1
Pt -0.150 -0.082 -0.134
C -0.913 4.593 -0.298
C -2.343 4.070 -0.111
C -2.713 3.165 -1.271
C -3.322 3.752 -2.375
C -3.481 3.070 -3.568
C -2.973 1.788 -3.684
C -2.380 1.156 -2.600
C -1.766 -0.204 -2.781
C -0.251 -0.062 -2.927
C -2.307 1.823 -1.376
N -1.764 1.158 -0.232
C -2.370 1.235 0.918
C -1.731 0.731 2.036
C -2.101 0.599 3.378
C -1.015 0.022 4.022
C -0.020 -0.172 3.052
N -0.437 0.279 1.865
H -0.669 5.333 0.465
H -0.797 5.058 -1.278
H -0.195 3.774 -0.221
H -3.041 4.907 -0.083
H -2.398 3.579 0.856
H -3.661 4.779 -2.297
H -3.977 3.540 -4.407
H -3.041 1.260 -4.629
H -2.177 -0.673 -3.675
H -2.002 -0.855 -1.941
H -0.005 0.702 -3.664
H 0.220 -1.001 -3.214
H 0.252 0.314 -1.993
H -3.366 1.662 0.991
H -3.047 0.890 3.808
H -0.917 -0.212 5.069
H 0.977 -0.563 3.197
C 4.824 -2.596 -0.395
N 3.487 -2.158 0.002
C 2.699 -1.277 -0.601
N 1.543 -1.233 0.039
C 1.684 -2.137 1.056
N 2.852 -2.724 1.053
C 4.840 -3.314 -1.727
C 6.012 -3.331 -2.471
C 6.064 -4.006 -3.682
C 4.943 -4.652 -4.174
C 3.763 -4.625 -3.438
C 3.718 -3.970 -2.210
C 2.561 -5.258 -3.978
N 2.414 -5.871 -5.098
N 1.080 -6.244 -5.174
C 0.522 -5.824 -4.094
O 1.400 -5.185 -3.280
C -0.877 -5.932 -3.687
C -1.846 -6.290 -4.622
C -3.171 -6.362 -4.231
C -3.534 -6.075 -2.919
C -2.572 -5.728 -1.983
C -2.960 -5.423 -0.556
N -2.724 -4.022 -0.200
C -1.578 -3.361 -0.025
N -1.814 -2.078 0.173
C -3.172 -2.008 0.101
N -3.760 -3.160 -0.125
C -1.240 -5.666 -2.374
H 5.162 -3.251 0.405
H 5.483 -1.730 -0.425
H 2.980 -0.699 -1.467
H 0.909 -2.340 1.777
H 6.894 -2.817 -2.105
H 6.985 -4.018 -4.250
H 4.964 -5.173 -5.122
H 2.796 -3.989 -1.641
H -1.545 -6.508 -5.638
H -3.930 -6.634 -4.951
H -4.577 -6.125 -2.628
H -2.410 -6.057 0.139
H -4.023 -5.583 -0.408
H -0.603 -3.824 -0.024
H -3.735 -1.096 0.223
H -0.465 -5.420 -1.658
*
```

Entry from the OMol25 dataset: a molecular structure, C38H39N6O3RuS (ωB97M-V with the def2-TZVPD basis set).

Properties
* relative energy (zero: lowest compared OMol25 entry of this formula, charge and spin): 202.45 kJ/mol
* electronic energy: -68536.784 eV
* M: 760.9 g mol⁻¹
* frontier orbital gap (alpha / beta): 6.42 / 1.49 eV

The geometry in ORCA input format:
```
! wB97M-V def2-TZVPD RIJCOSX def2/J DEFGRID3
* xyz 0 2
Ru 0.326 1.169 1.690
C 0.984 1.343 4.007
C 1.950 0.481 3.502
C 2.597 1.128 2.430
C 2.105 2.458 2.330
C 1.084 2.590 3.278
H 0.346 1.139 4.850
H 2.129 -0.529 3.833
H 3.383 0.689 1.836
H 2.456 3.242 1.679
H 0.536 3.497 3.478
C 0.477 -1.751 -3.369
C 1.966 -1.717 -3.532
C 2.611 -2.705 -4.272
C 3.976 -2.669 -4.507
C 4.736 -1.627 -4.001
C 4.123 -0.644 -3.243
C 2.753 -0.690 -3.000
N 2.173 0.368 -2.230
C 1.680 0.223 -0.962
N 1.741 -1.043 -0.487
C 1.077 -1.601 0.630
C 0.364 -0.831 1.544
C -0.338 -1.523 2.548
C -0.331 -2.896 2.644
C 0.416 -3.631 1.730
C 1.120 -3.007 0.718
C 1.902 -3.815 -0.285
N 1.185 1.230 -0.271
C 1.291 2.519 -0.917
C 0.152 3.105 -1.455
C 0.194 4.371 -2.013
C 1.390 5.068 -2.048
C 2.536 4.473 -1.548
C 2.523 3.197 -0.988
C 3.826 2.613 -0.508
H 0.028 -2.410 -4.110
H 0.060 -0.750 -3.502
H 0.176 -2.112 -2.382
H 2.017 -3.508 -4.693
H 4.442 -3.447 -5.096
H 5.801 -1.581 -4.187
H 4.704 0.169 -2.827
H 2.325 1.313 -2.540
H 2.226 -1.695 -1.083
H -0.915 -0.953 3.269
H -0.906 -3.396 3.411
H 0.430 -4.712 1.789
H 1.830 -4.875 -0.054
H 2.965 -3.555 -0.287
H 1.525 -3.684 -1.304
H -0.772 2.551 -1.436
H -0.710 4.808 -2.418
H 1.435 6.063 -2.470
H 3.477 5.008 -1.589
H 4.574 3.397 -0.396
H 4.230 1.883 -1.211
H 3.725 2.100 0.445
N -1.654 -0.386 -1.035
C -2.650 -1.236 -0.471
C -3.027 -1.074 0.854
C -3.995 -1.899 1.409
C -4.611 -2.878 0.651
C -4.256 -3.011 -0.685
C -3.284 -2.203 -1.247
S -5.827 -3.981 1.387
O -5.969 -3.484 2.747
O -5.202 -5.290 1.285
O -7.003 -3.814 0.551
H -0.850 -0.293 -0.426
H -1.349 -0.716 -1.937
H -2.560 -0.306 1.458
H -4.291 -1.801 2.446
H -4.751 -3.769 -1.279
H -3.006 -2.326 -2.290
N -2.603 2.035 -0.171
C -2.697 2.378 1.130
C -3.855 3.089 1.535
C -4.076 3.362 2.848
C -3.135 2.919 3.785
C -2.022 2.280 3.327
N -1.727 2.034 2.014
H -3.462 2.143 -0.689
H -2.111 1.173 -0.437
H -4.582 3.355 0.779
H -4.978 3.871 3.160
H -3.270 3.062 4.847
H -1.304 1.926 4.038
*
```

Entry from the OMol25 dataset: C3H2ClNO in the gas phase (ωB97M-V with the def2-TZVPD basis set).

Properties
* relative energy (zero: lowest compared OMol25 entry of this formula, charge and spin): 312.10 kJ/mol
* electronic energy: -19199.408 eV
* M: 103.5 g mol⁻¹
* frontier orbital gap: 8.52 eV

The geometry in ORCA input format:
```
! wB97M-V def2-TZVPD RIJCOSX def2/J DEFGRID3
* xyz 0 1
C -0.101 -0.695 1.277
C 0.797 -0.368 -1.313
C -0.854 0.312 0.388
N -0.199 0.009 -0.821
O 1.773 -0.755 -1.832
Cl 1.369 -0.033 1.741
H -1.869 0.052 0.138
H -0.917 1.476 0.421
*
```

Entry from the OMol25 dataset: a molecular structure, C18H15PS4SnTe4 (ωB97M-V with the def2-TZVPD basis set).

Properties
* relative energy (zero: lowest compared OMol25 entry of this formula, charge and spin): 105.91 kJ/mol
* electronic energy: -106547.248 eV
* M: 1019.7 g mol⁻¹
* frontier orbital gap: 4.84 eV

The geometry in ORCA input format:
```
! wB97M-V def2-TZVPD RIJCOSX def2/J DEFGRID3
* xyz -2 1
Sn 0.964 -0.098 3.076
Te 3.371 -1.219 5.627
Te 5.531 0.248 6.285
Te 5.640 2.215 4.360
Te 3.073 2.726 3.781
S 0.347 -1.739 5.178
S 1.211 0.002 5.856
S -0.957 1.368 3.556
S -2.158 1.644 1.871
C 1.098 3.798 -1.551
C 0.420 2.902 -2.369
C -0.086 1.723 -1.841
C 0.083 1.417 -0.490
C 0.750 2.333 0.319
C 1.266 3.508 -0.206
P -0.624 -0.067 0.327
C 0.443 -1.391 -0.528
C 0.933 -1.402 -1.837
C 1.742 -2.429 -2.299
C 2.079 -3.488 -1.464
C 1.588 -3.511 -0.169
C 0.780 -2.473 0.284
C -2.144 -0.368 -0.666
C -2.528 -1.666 -0.995
C -3.725 -1.912 -1.656
C -4.555 -0.859 -2.008
C -4.181 0.441 -1.687
C -2.994 0.683 -1.014
H 1.483 4.725 -1.960
H 0.279 3.122 -3.421
H -0.641 1.052 -2.486
H 0.864 2.132 1.375
H 1.787 4.197 0.447
H 0.695 -0.590 -2.512
H 2.118 -2.400 -3.315
H 2.730 -4.279 -1.818
H 1.846 -4.323 0.501
H 0.393 -2.513 1.297
H -1.883 -2.497 -0.738
H -4.007 -2.931 -1.893
H -5.488 -1.047 -2.526
H -4.824 1.272 -1.950
H -2.719 1.695 -0.743
*
```

Entry from the OMol25 dataset: C6H12N2S in the gas phase (ωB97M-V with the def2-TZVPD basis set).

Properties
* relative energy (zero: lowest compared OMol25 entry of this formula, charge and spin): 467.06 kJ/mol
* electronic energy: -20227.325 eV
* M: 144.2 g mol⁻¹
* frontier orbital gap (alpha / beta): 5.98 / 8.53 eV

The geometry in ORCA input format:
```
! wB97M-V def2-TZVPD RIJCOSX def2/J DEFGRID3
* xyz 0 1
C 0.268 1.757 -1.124
C 1.077 0.672 -1.611
C -0.585 1.245 1.065
C -1.926 1.263 1.692
C 0.430 0.409 1.776
C 0.276 -3.227 -1.037
N -0.486 1.876 -0.086
N 0.642 -0.603 -1.340
S 1.250 -2.012 -1.966
H 0.273 2.632 -1.799
H 1.363 0.895 -2.655
H 2.020 0.955 -1.156
H -2.534 0.739 0.980
H -2.546 2.178 1.629
H -2.001 0.956 2.678
H 0.429 -0.564 1.268
H 0.304 0.124 2.842
H 1.474 0.833 1.625
H -0.747 -3.328 -1.558
H 0.203 -2.746 -0.135
H 0.818 -4.053 -1.090
*
```

Entry from the OMol25 dataset: a molecular structure, C4H3O2Tl (ωB97M-V with the def2-TZVPD basis set).

Properties
* relative energy (zero: lowest compared OMol25 entry of this formula, charge and spin): 0.00 kJ/mol
* electronic energy: -12973.006 eV
* M: 287.4 g mol⁻¹
* frontier orbital gap (alpha / beta): 7.13 / 7.62 eV

The geometry in ORCA input format:
```
! wB97M-V def2-TZVPD RIJCOSX def2/J DEFGRID3
* xyz 1 2
C -2.469 -0.071 -0.109
C -1.240 -0.094 -0.142
C 0.110 -0.198 -0.132
C 1.255 0.418 0.168
H 1.973 -1.277 -0.171
H 1.454 1.460 -0.104
O -3.750 0.039 -0.175
H -4.177 -0.070 0.689
O 2.374 -0.369 0.134
Tl 4.470 0.161 -0.159
*
```

Entry from the OMol25 dataset: 2 unconnected molecules or ions with the total composition C17H34NO7P2S2 (ωB97M-V with the def2-TZVPD basis set).

Properties
* relative energy (zero: lowest compared OMol25 entry of this formula, charge and spin): 0.00 kJ/mol
* electronic energy: -74247.627 eV
* M: 490.5 g mol⁻¹
* frontier orbital gap: 5.99 eV

The geometry in ORCA input format:
```
! wB97M-V def2-TZVPD RIJCOSX def2/J DEFGRID3
* xyz -1 1
C 2.628 -0.627 1.799
C 1.419 -1.151 1.572
P 0.097 -0.306 0.436
C -1.271 -0.311 1.797
C -1.161 -1.241 3.009
C -0.452 -0.631 4.223
C -1.377 0.303 5.014
O -1.110 1.697 4.753
C -0.059 2.179 5.427
O 0.344 3.312 5.285
C -0.396 -2.026 -0.246
C 0.729 -2.897 -0.820
C 1.525 -2.299 -1.998
S 3.320 -2.318 -1.842
O 3.839 -2.844 -3.075
O 3.838 -1.049 -1.465
O 3.713 -3.356 -0.688
C -1.187 0.624 -0.706
C -0.595 1.143 -2.008
O -1.306 2.369 -2.408
C -0.506 3.468 -2.533
O -0.382 4.268 -1.631
C 0.199 3.706 -3.856
C 1.656 3.200 -3.761
P 0.798 1.787 1.232
S 2.224 2.589 0.092
H 3.121 -0.043 1.029
H 3.177 -0.793 2.723
H 1.257 -2.130 2.029
H 1.150 -0.110 -0.540
H -1.397 0.705 2.180
H -2.210 -0.534 1.291
H -0.799 -2.240 2.793
H -2.185 -1.411 3.363
H -0.199 -1.439 4.909
H 0.451 -0.106 3.924
H -2.416 0.112 4.778
H -1.242 0.122 6.079
H 0.412 1.495 6.151
H -1.201 -2.007 -0.982
H -0.792 -2.598 0.595
H 0.229 -3.775 -1.237
H 1.380 -3.312 -0.057
H 1.365 -2.898 -2.887
H 1.262 -1.278 -2.248
H 3.161 -4.144 -0.738
H -1.607 1.495 -0.205
H -2.039 -0.012 -0.926
H 0.477 1.305 -1.933
H -0.850 0.441 -2.803
H 0.169 4.777 -4.013
H -0.361 3.221 -4.651
H 1.898 2.998 -2.720
H 2.359 3.937 -4.124
H 1.760 2.255 -4.286
H -0.261 2.726 1.248
H 1.234 1.726 2.578
C -4.100 -1.145 -3.585
C -3.728 -1.754 -2.314
N -3.426 -2.210 -1.304
H -4.559 -0.175 -3.406
H -3.213 -1.009 -4.202
H -4.806 -1.785 -4.110
*
```

Entry from the OMol25 dataset: 2 unconnected molecules or ions with the total composition C11H14N2 (ωB97M-V with the def2-TZVPD basis set).

Properties
* structure (SMILES): Cc1c[nH]cn1.Cc1ccccc1
* relative energy (zero: lowest compared OMol25 entry of this formula, charge and spin): 68.00 kJ/mol
* electronic energy: -14613.716 eV
* M: 174.2 g mol⁻¹
* frontier orbital gap: 9.41 eV

The geometry in ORCA input format:
```
! wB97M-V def2-TZVPD RIJCOSX def2/J DEFGRID3
* xyz 0 1
C -1.144 -1.844 0.067
C -1.019 -2.077 -3.774
C -0.714 -0.738 -4.054
C -1.055 -2.418 -2.423
C -0.917 -1.467 -1.369
C -0.633 0.204 -3.086
C -0.707 -0.158 -1.733
H -1.250 -2.831 -4.510
H -0.746 -0.552 -5.127
H -1.230 -3.480 -2.276
H -0.488 1.226 -3.429
H -1.938 -1.246 0.488
H -0.163 -1.665 0.525
H -0.591 0.667 -1.037
H -1.367 -2.910 0.171
C -0.052 1.160 4.038
C 2.481 0.946 1.557
C 0.970 1.504 3.003
C 1.286 2.651 2.339
N 1.727 0.444 2.481
N 2.312 2.305 1.485
H 3.145 0.422 0.891
H 2.622 2.937 0.767
H 0.703 3.554 2.294
H -0.514 2.066 4.447
H 0.217 0.464 4.808
H -0.934 0.837 3.461
*
```

Entry from the OMol25 dataset: C3HF in the gas phase (ωB97M-V with the def2-TZVPD basis set).

Properties
* relative energy (zero: lowest compared OMol25 entry of this formula, charge and spin): 110.78 kJ/mol
* electronic energy: -5838.013 eV
* M: 56.0 g mol⁻¹
* frontier orbital gap (alpha / beta): 8.14 / 8.11 eV

The geometry in ORCA input format:
```
! wB97M-V def2-TZVPD RIJCOSX def2/J DEFGRID3
* xyz 0 1
C 1.749 0.640 0.346
C 2.853 1.034 0.975
C 0.500 0.071 -0.387
F 0.698 -0.154 -1.681
H -0.508 -0.205 0.159
*
```